# 1
3 unconnected molecules or ions with the total composition C2HNO4, computed with the ωB97M-V functional and the def2-TZVPD basis.

Summary:
F_max: 2.72 eV Å⁻¹
Frontier orbital gap (spin up / spin down): 0.374 / 0.296 Eh
ΔE to the lowest compared entry with this formula, charge and spin: 7.100 eV
Lowest unoccupied orbital energy (spin up / spin down): -1.4 / -3.4 eV
Multiplicity: 1
Charge: 0
HOMO level (spin up / spin down): -11.565 / -11.459 eV

Geometry (Å):
C  -0.358  0.822  -0.358
O  1.758  -0.115  -0.603
O  -0.287  -0.374  -0.234
O  2.426  -0.368  0.529
C  -2.464  -0.112  0.227
O  -0.269  1.958  -0.542
N  -3.513  -0.507  0.540
H  2.706  -1.304  0.441

Computed Löwdin charges, given in elementary charges:
1 C -0.431
2 O -0.069
3 O 0.106
4 O 0.010
5 C -0.052
6 O 0.260
7 N 0.049
8 H 0.127

---

# 2
A single C3H8N4 molecule, computed with the ωB97M-V functional and the def2-TZVPD basis.

Summary:
F_max: 3.16 eV Å⁻¹
Frontier orbital gap: 0.325 Eh
ΔE to the lowest compared entry with this formula, charge and spin: 2.502 eV
Lowest unoccupied orbital energy: 0.8 eV
Multiplicity: 1
Charge: 0
HOMO level: -8.074 eV
SMILES: [H]/N=C\C=C(/N)NN

Geometry (Å):
N  1.634  0.491  0.182
C  0.254  0.082  -0.086
N  2.638  -0.486  0.117
N  -0.045  -1.258  -0.047
C  -0.611  1.077  -0.268
C  -2.111  0.767  -0.482
N  -2.856  0.144  0.360
H  1.881  1.377  -0.265
H  2.399  -1.177  -0.603
H  2.679  -1.002  0.996
H  -1.034  -1.486  -0.124
H  0.407  -1.714  0.738
H  -2.330  -0.071  1.216
H  -0.365  2.128  -0.302
H  -2.541  1.128  -1.431

Computed Löwdin charges, given in elementary charges:
1 N -0.084
2 C -0.405
3 N -0.025
4 N 0.109
5 C -0.081
6 C -0.240
7 N 0.051
8 H 0.121
9 H 0.074
10 H 0.069
11 H 0.088
12 H 0.096
13 H 0.045
14 H 0.088
15 H 0.093

---

# 3
2 unconnected molecules or ions with the total composition C3H8OS, computed with the ωB97M-V functional and the def2-TZVPD basis.

Summary:
F_max: 4.85 eV Å⁻¹
Frontier orbital gap (spin up / spin down): 0.339 / 0.124 Eh
Expectation value of S²: 0.75
ΔE to the lowest compared entry with this formula, charge and spin: 2.454 eV
Lowest unoccupied orbital energy (spin up / spin down): -4.2 / -9.6 eV
Multiplicity: 2
Charge: +1
HOMO level (spin up / spin down): -13.384 / -13.000 eV

Geometry (Å):
C  -1.189  1.118  0.269
S  -0.460  2.091  1.614
H  -2.148  0.663  0.780
H  -1.647  1.676  -0.569
H  -0.917  0.109  -0.198
H  -1.384  1.932  2.587
C  0.363  -2.871  -0.707
C  0.862  -1.645  -0.870
O  1.236  -1.062  -2.098
H  -0.182  -3.234  0.114
H  0.563  -3.619  -1.489
H  0.790  -0.863  -0.159
H  2.186  -1.238  -2.260

Computed Löwdin charges, given in elementary charges:
1 C -0.379
2 S 1.079
3 H 0.091
4 H 0.081
5 H 0.074
6 H -0.045
7 C 0.079
8 C -0.255
9 O -0.038
10 H 0.049
11 H 0.089
12 H 0.058
13 H 0.118

---

# 4
A molecular structure, C6H11N2O2P, computed with the ωB97M-V functional and the def2-TZVPD basis.

Summary:
F_max: 4.65 eV Å⁻¹
Frontier orbital gap: 0.339 Eh
ΔE to the lowest compared entry with this formula, charge and spin: 2.389 eV
Lowest unoccupied orbital energy: 0.7 eV
Multiplicity: 1
Charge: 0
HOMO level: -8.501 eV

Geometry (Å):
C  -0.871  -0.751  -0.515
C  0.977  0.617  1.182
C  1.228  1.382  -0.146
C  0.972  -0.957  0.913
C  1.112  -0.757  -1.503
C  0.575  0.647  -1.333
N  0.408  -1.441  -0.391
N  -0.853  0.403  -0.997
O  -1.940  -1.338  -0.104
O  -2.198  1.086  0.382
P  -2.863  -0.180  0.660
H  1.529  0.967  2.054
H  -0.120  0.856  1.610
H  0.914  2.479  -0.187
H  2.314  1.612  -0.193
H  2.072  -1.284  1.033
H  0.269  -1.494  1.727
H  0.731  -1.229  -2.487
H  2.231  -0.907  -1.403
H  0.419  1.247  -2.231
H  -4.090  -0.203  -0.032
H  -2.817  -0.756  1.959

Computed Löwdin charges, given in elementary charges:
1 C -0.592
2 C -0.171
3 C -0.153
4 C -0.165
5 C -0.134
6 C -0.292
7 N -0.044
8 N 0.107
9 O -0.117
10 O -0.376
11 P 0.728
12 H 0.092
13 H 0.120
14 H 0.127
15 H 0.107
16 H 0.127
17 H 0.146
18 H 0.144
19 H 0.136
20 H 0.137
21 H 0.035
22 H 0.037

---

# 5
2 unconnected molecules or ions with the total composition C7H14O, computed with the ωB97M-V functional and the def2-TZVPD basis.

Summary:
F_max: 4.46 eV Å⁻¹
Frontier orbital gap: 0.363 Eh
ΔE to the lowest compared entry with this formula, charge and spin: 3.400 eV
Lowest unoccupied orbital energy: 0.8 eV
Multiplicity: 1
Charge: 0
HOMO level: -9.057 eV
SMILES: C=CCC(=C)CC.O

Geometry (Å):
C  -0.826  2.097  0.179
C  -0.051  0.981  -0.690
C  -0.887  -0.303  -0.834
C  -1.501  -0.333  -2.017
C  -1.182  -1.221  0.278
C  -0.090  -0.972  1.395
C  0.906  -1.695  1.969
H  -1.682  2.214  -0.412
H  -1.022  1.629  1.121
H  -0.228  3.075  0.214
H  0.927  0.893  -0.300
H  0.213  1.310  -1.700
H  -2.319  -0.980  -2.351
H  -1.339  0.313  -2.811
H  -1.387  -2.212  -0.126
H  -2.242  -1.060  0.748
H  -0.314  -0.051  1.932
H  1.106  -1.620  3.029
H  1.389  -2.512  1.534
H  3.607  -0.082  -1.060
H  3.530  -0.001  0.343
O  3.391  0.532  -0.442

Computed Löwdin charges, given in elementary charges:
1 C -0.050
2 C -0.209
3 C -0.333
4 C 0.032
5 C -0.145
6 C -0.143
7 C 0.003
8 H 0.039
9 H 0.036
10 H 0.099
11 H 0.050
12 H 0.100
13 H 0.067
14 H 0.033
15 H 0.106
16 H 0.152
17 H 0.075
18 H 0.050
19 H 0.023
20 H -0.022
21 H 0.041
22 O -0.004

---

# 6
A molecular structure, C32H26BiF5N5OS2Te, computed with the ωB97M-V functional and the def2-TZVPD basis.

Summary:
F_max: 0.63 eV Å⁻¹
Frontier orbital gap: 0.259 Eh
ΔE to the lowest compared entry with this formula, charge and spin: 0.769 eV
Lowest unoccupied orbital energy: 2.3 eV
Multiplicity: 1
Charge: -1
HOMO level: -4.740 eV

Geometry (Å):
Bi  -0.156  -0.533  -0.464
C  -0.990  -4.026  2.806
C  -0.365  -3.219  1.717
N  -1.006  -2.328  1.051
N  -2.328  -2.111  1.243
C  -3.215  -3.061  1.023
N  -4.482  -2.679  1.433
S  -3.018  -4.594  0.278
C  1.096  -3.366  1.456
C  1.762  -4.550  1.761
C  3.115  -4.648  1.488
C  3.775  -3.570  0.921
C  3.033  -2.435  0.641
N  1.733  -2.336  0.901
H  -1.707  -3.387  3.329
H  -1.559  -4.872  2.412
H  -0.237  -4.373  3.516
H  -4.583  -1.684  1.576
H  -5.226  -3.130  0.928
H  1.221  -5.386  2.183
H  3.649  -5.564  1.713
H  4.832  -3.605  0.695
H  3.496  -1.563  0.188
S  -4.381  -1.098  -2.526
C  -4.389  0.400  -1.701
C  -3.206  0.640  -1.073
C  -2.261  -0.414  -1.254
C  -2.763  -1.417  -2.029
C  -2.053  -2.653  -2.397
C  -2.589  -3.638  -3.223
C  -1.854  -4.775  -3.473
C  -0.593  -4.912  -2.910
C  -0.123  -3.878  -2.125
N  -0.830  -2.777  -1.878
H  -5.270  1.025  -1.725
H  -3.007  1.530  -0.490
H  -3.580  -3.512  -3.641
H  -2.263  -5.560  -4.099
H  0.008  -5.796  -3.069
H  0.860  -3.927  -1.667
F  2.032  5.897  -3.161
C  1.615  4.625  -3.007
C  2.096  3.619  -3.824
F  2.999  3.923  -4.774
C  1.668  2.314  -3.674
F  2.184  1.379  -4.494
C  0.728  1.925  -2.700
O  0.312  0.708  -2.551
C  0.267  2.988  -1.902
F  -0.660  2.705  -0.966
C  0.687  4.294  -2.041
F  0.185  5.252  -1.246
C  2.921  6.104  2.134
C  2.048  4.878  2.036
C  2.594  3.614  1.884
C  1.798  2.470  1.814
C  2.476  1.140  1.606
C  0.404  2.593  1.910
Te  -0.865  0.888  1.964
C  -0.168  3.870  2.028
C  -1.661  4.082  2.059
C  0.664  4.984  2.096
H  3.970  5.853  1.972
H  2.837  6.568  3.120
H  2.635  6.854  1.394
H  3.672  3.508  1.803
H  3.561  1.254  1.614
H  2.195  0.709  0.641
H  2.185  0.418  2.371
H  -2.136  3.606  1.199
H  -1.893  5.148  2.044
H  -2.115  3.641  2.950
H  0.212  5.969  2.182

Computed Löwdin charges, given in elementary charges:
1 Bi 1.516
2 C -0.061
3 C -0.300
4 N -0.148
5 N -0.056
6 C -0.941
7 N 0.041
8 S 0.500
9 C -0.230
10 C -0.016
11 C -0.069
12 C -0.069
13 C -0.139
14 N 0.042
15 H 0.091
16 H 0.028
17 H 0.072
18 H 0.078
19 H 0.053
20 H 0.111
21 H 0.104
22 H 0.099
23 H 0.109
24 S 1.013
25 C -0.422
26 C -0.229
27 C -0.420
28 C -0.532
29 C -0.324
30 C -0.050
31 C -0.073
32 C -0.071
33 C -0.138
34 N 0.027
35 H 0.058
36 H 0.067
37 H 0.094
38 H 0.105
39 H 0.098
40 H 0.106
41 F 0.084
42 C -0.165
43 C -0.157
44 F 0.091
45 C -0.146
46 F 0.084
47 C -0.334
48 O -0.258
49 C -0.144
50 F 0.042
51 C -0.153
52 F 0.104
53 C -0.058
54 C -0.279
55 C -0.028
56 C -0.317
57 C -0.120
58 C -0.531
59 Te 0.873
60 C -0.331
61 C -0.109
62 C -0.033
63 H 0.068
64 H 0.075
65 H 0.076
66 H 0.107
67 H 0.072
68 H 0.014
69 H 0.055
70 H 0.048
71 H 0.071
72 H 0.061
73 H 0.114

---

# 7
A molecular structure, C16H21Cl2CuN7S2Se, computed with the ωB97M-V functional and the def2-TZVPD basis.

Summary:
F_max: 1.53 eV Å⁻¹
Frontier orbital gap (spin up / spin down): 0.206 / 0.190 Eh
Expectation value of S²: 0.77
ΔE to the lowest compared entry with this formula, charge and spin: 0.000 eV
Lowest unoccupied orbital energy (spin up / spin down): -1.7 / -1.8 eV
Multiplicity: 2
Charge: 0
HOMO level (spin up / spin down): -7.281 / -6.958 eV

Geometry (Å):
Cu  0.138  0.011  -0.173
C  -0.345  1.592  2.360
N  0.215  0.303  1.960
C  1.614  0.252  2.365
C  -0.541  -0.795  2.552
C  -1.939  -0.869  1.943
N  -1.888  -0.866  0.479
C  -3.058  -0.185  -0.070
C  -1.844  -2.228  -0.039
H  -0.314  1.717  3.452
H  -1.372  1.686  2.017
H  0.232  2.391  1.901
H  1.720  0.303  3.457
H  2.133  1.101  1.925
H  2.077  -0.665  2.003
H  -0.634  -0.668  3.641
H  0.005  -1.722  2.368
H  -2.511  -0.002  2.275
H  -2.467  -1.757  2.318
H  -3.989  -0.678  0.242
H  -3.004  -0.184  -1.156
H  -3.074  0.849  0.267
H  -2.779  -2.764  0.171
H  -1.018  -2.769  0.414
H  -1.689  -2.197  -1.116
S  -0.680  0.119  -2.359
C  0.263  1.424  -2.940
C  0.207  1.652  -4.324
N  0.144  1.808  -5.460
C  1.057  2.240  -2.152
S  1.231  2.090  -0.464
C  1.857  3.222  -2.761
N  2.552  4.010  -3.224
Se  3.835  -0.189  -3.448
N  4.226  -1.856  -3.068
C  3.468  -2.253  -2.052
C  3.493  -3.503  -1.416
C  2.608  -3.697  -0.383
C  1.749  -2.667  0.020
N  1.704  -1.469  -0.530
C  2.555  -1.248  -1.553
N  2.636  -0.085  -2.183
H  4.198  -4.263  -1.714
H  2.581  -4.636  0.143
H  1.090  -2.828  0.862
Cl  -3.066  4.013  2.362
C  -3.416  4.122  0.630
Cl  -2.127  3.374  -0.346
H  -3.484  5.176  0.358
H  -4.347  3.588  0.444

Computed Löwdin charges, given in elementary charges:
1 Cu -0.053
2 C -0.125
3 N -0.335
4 C -0.097
5 C -0.177
6 C -0.179
7 N -0.309
8 C -0.115
9 C -0.094
10 H 0.103
11 H 0.027
12 H 0.042
13 H 0.097
14 H 0.062
15 H 0.075
16 H 0.131
17 H 0.105
18 H 0.112
19 H 0.128
20 H 0.096
21 H 0.043
22 H 0.045
23 H 0.096
24 H 0.067
25 H 0.067
26 S 0.790
27 C -0.736
28 C -0.311
29 N 0.176
30 C -0.754
31 S 0.783
32 C -0.311
33 N 0.178
34 Se 1.218
35 N -0.249
36 C -0.376
37 C 0.019
38 C -0.035
39 C -0.112
40 N 0.094
41 C -0.421
42 N -0.237
43 H 0.122
44 H 0.108
45 H 0.092
46 Cl 0.520
47 C -0.980
48 Cl 0.556
49 H 0.029
50 H 0.027

---

# 8
A molecular structure, C6H11InO4, computed with the ωB97M-V functional and the def2-TZVPD basis.

Summary:
F_max: 6.38 eV Å⁻¹
Frontier orbital gap: 0.043 Eh
ΔE to the lowest compared entry with this formula, charge and spin: 1.659 eV
Lowest unoccupied orbital energy: -13.4 eV
Multiplicity: 1
Charge: +2
HOMO level: -14.532 eV

Geometry (Å):
In  -0.311  -2.414  -1.468
C  -3.369  -8.518  0.017
C  -3.353  -7.909  -1.412
O  -2.785  -6.665  -1.704
H  -2.514  -9.099  0.365
H  -4.236  -9.178  0.035
H  -3.505  -7.718  0.744
H  -4.387  -7.695  -1.682
H  -3.085  -8.637  -2.177
C  3.540  5.432  1.282
C  1.998  5.480  1.067
C  1.620  5.909  -0.266
O  0.832  4.800  -0.743
C  0.882  3.825  0.155
O  0.387  2.731  -0.036
O  1.461  4.236  1.230
H  3.834  4.937  2.207
H  3.932  6.449  1.259
H  3.984  4.920  0.427
H  1.553  6.150  1.803
H  2.475  6.131  -0.905
H  1.048  6.834  -0.199

Computed Löwdin charges, given in elementary charges:
1 In 0.992
2 C 0.011
3 C -0.164
4 O 0.250
5 H 0.121
6 H 0.106
7 H 0.104
8 H 0.239
9 H 0.198
10 C 0.013
11 C -0.355
12 C -0.078
13 O 0.119
14 C -0.586
15 O 0.139
16 O 0.154
17 H 0.091
18 H 0.094
19 H 0.090
20 H 0.169
21 H 0.144
22 H 0.150